Entry 1:
Here is a 9-piece molecular cluster, FH16O8 overall at a distorted geometry from OMol25. Energies are from wB97M-V/def2-TZVPD.

charge = -1
E = -711.491759 a.u.
strongest force on any atom = 0.03479 hartree/bohr
energy above the lowest of the compared OMol25 structures with the same formula, charge and spin = 1.0337 eV
E_LUMO = 3.2 eV

Atoms and positions in Å:
1 F 9.122000 -9.078000 -4.732000
2 O 7.554000 -9.117000 -2.534000
3 H 7.983000 -8.868000 -3.383000
4 H 7.368000 -10.067000 -2.605000
5 O 9.781000 -10.053000 -6.972000
6 H 9.518000 -9.513000 -6.227000
7 H 9.851000 -10.907000 -6.483000
8 O 10.534000 -11.000000 -3.629000
9 H 9.986000 -10.270000 -3.890000
10 H 10.079000 -11.135000 -2.794000
11 O 6.875000 -10.227000 -5.823000
12 H 7.610000 -9.825000 -5.302000
13 H 6.082000 -10.064000 -5.337000
14 O 10.251000 -8.626000 -1.696000
15 H 9.363000 -8.941000 -1.945000
16 H 10.549000 -8.435000 -2.571000
17 O 7.796000 -8.093000 -7.771000
18 H 8.205000 -8.813000 -7.298000
19 H 7.277000 -7.639000 -7.120000
20 O 11.131000 -7.751000 -4.287000
21 H 10.371000 -8.316000 -4.500000
22 H 11.855000 -8.298000 -4.536000
23 O 8.295000 -6.784000 -4.120000
24 H 9.042000 -6.373000 -3.686000
25 H 8.648000 -7.660000 -4.472000

Atoms 1-3, force components in eV/Å:
-0.9 -0.6 0.1
-0.1 -0.6 -0.2
-0.4 -0.2 0.6

Entry 2:
Here is C33H26BrMoN6O as an isolated structure at a distorted geometry from OMol25. Energies are from wB97M-V/def2-TZVPD.

charge = +1
E = -4318.968760 a.u.
strongest force on any atom = 0.02198 hartree/bohr
energy above the lowest of the compared OMol25 structures with the same formula, charge and spin = 0.0000 eV
E_LUMO = -3.8 eV

Atoms and positions in Å:
1 Mo 1.000636 0.825506 -1.042494
2 C 5.260999 0.976754 -2.185343
3 C 5.524724 2.328593 -2.074482
4 C 4.473234 3.213203 -1.866695
5 C 3.190701 2.715081 -1.753130
6 N 2.941617 1.387184 -1.804663
7 C 3.950956 0.548666 -2.043705
8 C 1.987751 3.594883 -1.595154
9 C 2.031385 4.968825 -1.722080
10 C 0.841844 5.684518 -1.639554
11 C -0.347652 5.008452 -1.445123
12 C -0.312677 3.628746 -1.317699
13 N 0.829274 2.944807 -1.376887
14 H 6.046221 0.257991 -2.367875
15 H 6.537576 2.699945 -2.153566
16 H 4.659826 4.273142 -1.786931
17 H 3.685817 -0.496403 -2.115124
18 H 2.964924 5.481326 -1.896657
19 H 0.851502 6.761466 -1.739384
20 H -1.291847 5.530008 -1.389536
21 H -1.203531 3.034648 -1.165247
22 Br -6.395572 -1.976533 3.547173
23 C -5.572476 -2.842701 2.087764
24 C -6.355847 -3.450391 1.120360
25 C -5.737209 -4.113544 0.071271
26 C -4.354869 -4.114973 -0.035967
27 C -3.576921 -3.514671 0.945561
28 C -4.186828 -2.885612 2.016676
29 N -3.800702 -4.921051 -1.101273
30 N -2.860106 -4.532142 -1.797593
31 C -2.386353 -3.170149 -1.731848
32 C -3.201509 -2.097357 -1.943422
33 C -2.685259 -0.782769 -2.033283
34 C -1.343250 -0.559786 -1.903480
35 O -0.755379 0.650983 -1.950938
36 C -0.495054 -1.668576 -1.635902
37 N 0.809061 -1.360668 -1.356974
38 C 1.637722 -2.345063 -1.084661
39 C 1.246842 -3.695540 -1.087397
40 C -0.058692 -4.013370 -1.339041
41 C -0.986307 -2.977705 -1.595072
42 H -7.433664 -3.423731 1.194803
43 H -6.324850 -4.627183 -0.678563
44 H -2.496230 -3.563810 0.901841
45 H -3.590712 -2.433894 2.797127
46 H -4.266739 -2.255083 -2.053624
47 H -3.351455 0.050027 -2.214037
48 H 2.653129 -2.070264 -0.827068
49 H 1.981756 -4.458105 -0.874250
50 H -0.394933 -5.042433 -1.342411
51 C -1.032502 -0.220416 1.802124
52 C 0.065790 0.378887 2.634068
53 C -0.033393 0.458711 4.017149
54 C 0.983633 1.024172 4.771499
55 C 2.117982 1.526861 4.149482
56 C 2.256591 1.463386 2.770372
57 C 3.467823 2.017011 2.073265
58 C 1.222103 0.881808 2.030397
59 N 1.360017 0.813832 0.642896
60 H -1.923014 -0.395822 2.403617
61 H -0.725435 -1.173184 1.360269
62 H -1.313503 0.439122 0.975927
63 H -0.921006 0.076742 4.506492
64 H 0.890739 1.077488 5.847970
65 H 2.907615 1.973355 4.741036
66 H 4.188143 2.401891 2.792922
67 H 3.189261 2.832321 1.400050
68 H 3.958267 1.252581 1.466051

Atoms 1-3, force components in eV/Å:
0.5 -0.5 0.9
-0.1 -0.1 0.0
0.0 0.1 0.0

Entry 3:
Here is a 2-piece molecular cluster, C4H8O overall from OMol25. Energies are from wB97M-V/def2-TZVPD.

E = -232.293253 a.u.
strongest force on any atom = 0.00803 hartree/bohr
energy above the lowest of the compared OMol25 structures with the same formula, charge and spin = 4.1465 eV
E_LUMO = 0.9 eV

Atoms and positions in Å:
1 O 2.498432 0.335585 -0.545035
2 C 2.523187 -0.674667 -1.374908
3 C -0.359218 -0.256681 0.859540
4 C -1.754239 0.208829 0.555346
5 C -0.660051 0.481767 -0.427347
6 H 1.726837 0.345504 0.059323
7 H 1.612947 -1.294819 -1.127257
8 H 0.172291 0.259521 1.655885
9 H -0.157028 -1.323038 0.802146
10 H -2.140637 1.044952 1.130004
11 H -2.495832 -0.541641 0.299976
12 H -0.313448 1.505604 -0.537001
13 H -0.653246 -0.090917 -1.350669

Atoms 1-3, force components in eV/Å:
0.0 -0.1 -0.1
-0.2 0.1 0.3
0.1 -0.1 0.1

Entry 4:
Here is one molecule with the formula C10H15NO2 at a distorted geometry from OMol25. Energies are from wB97M-V/def2-TZVPD.

E = -595.152723 a.u.
strongest force on any atom = 0.09738 hartree/bohr
structure (SMILES) = C=C[C@](C)(CC)n1c(O)ccc1O
energy above the lowest of the compared OMol25 structures with the same formula, charge and spin = 4.1619 eV
E_LUMO = 0.7 eV

Atoms and positions in Å:
1 C 1.127594 -2.005756 -1.916058
2 C 1.219102 -1.535449 -0.647940
3 C 0.811564 -0.161054 -0.275848
4 C 1.215837 0.939269 -1.412835
5 C 1.481124 0.167463 1.104076
6 C 1.247948 1.513384 1.747467
7 N -0.844026 -0.026027 0.102855
8 C -1.622115 -1.153929 0.405128
9 O -1.094971 -2.418260 0.481995
10 C -2.946753 -0.774349 0.486271
11 C -2.936417 0.637054 0.238788
12 C -1.649321 1.045457 0.036441
13 O -1.222781 2.283091 -0.270402
14 H 1.480765 -2.954903 -2.267535
15 H 0.686084 -1.284703 -2.662008
16 H 1.608117 -2.038889 0.162798
17 H 0.519271 1.056340 -2.313510
18 H 2.075683 0.541275 -1.937237
19 H 1.154444 1.868501 -0.938524
20 H 2.556704 0.142443 1.042881
21 H 1.201120 -0.529650 1.785572
22 H 0.144870 1.762894 1.834572
23 H 1.749904 1.529527 2.748940
24 H 1.733181 2.301637 1.248269
25 H -1.868939 -3.024968 0.522769
26 H -3.679984 -1.560414 0.620175
27 H -3.813969 1.304145 0.450685
28 H -0.334033 2.375880 -0.377781

Atoms 1-3, force components in eV/Å:
-0.3 2.2 1.0
-1.1 0.1 -3.4
-1.8 2.7 0.5

Entry 5:
Here is a 9-piece molecular cluster, C34H35N9O8 overall at a distorted geometry from OMol25. Energies are from wB97M-V/def2-TZVPD.

E = -2410.922892 a.u.
strongest force on any atom = 0.02820 hartree/bohr
structure (SMILES) = O=[N+]([O-])c1ccccc1.O=[N+]([O-])c1ccccc1.O=[N+]([O-])c1ccccc1.O=[N+]([O-])c1ccccc1.CC#N.CC#N.CC#N.CC#N.CC#N
energy above the lowest of the compared OMol25 structures with the same formula, charge and spin = 0.0000 eV
E_LUMO = -1.3 eV

Atoms and positions in Å:
1 O 0.940991 1.273012 -0.152654
2 N 0.277508 1.448315 -1.160722
3 O 0.159544 2.514838 -1.726421
4 C -0.373424 0.272272 -1.749655
5 C -1.050332 0.420722 -2.948592
6 C -1.587788 -0.683188 -3.579274
7 C -1.413847 -1.934720 -3.002268
8 C -0.775729 -2.072147 -1.775128
9 C -0.237168 -0.967240 -1.140306
10 H -1.085360 1.418296 -3.367588
11 H -2.107597 -0.617565 -4.525082
12 H -1.831928 -2.839760 -3.427050
13 H -0.533913 -3.051492 -1.381585
14 H 0.396154 -1.059961 -0.269120
15 O 7.012582 1.396281 0.484301
16 N 7.081450 2.222243 1.371570
17 O 8.101608 2.540301 1.953837
18 C 5.832548 2.876898 1.784316
19 C 4.670204 2.561145 1.111809
20 C 3.464953 3.075791 1.563125
21 C 3.485727 3.976564 2.617044
22 C 4.665722 4.314636 3.271351
23 C 5.856758 3.753430 2.849637
24 H 4.637471 1.861418 0.288373
25 H 2.521584 2.815510 1.103458
26 H 2.579379 4.385401 3.051238
27 H 4.615347 4.940916 4.150361
28 H 6.823514 4.007240 3.261036
29 O -0.413059 -7.634870 -2.820225
30 N 0.677889 -7.240380 -2.477578
31 O 1.733436 -7.582389 -2.972201
32 C 0.732489 -6.230380 -1.424563
33 C -0.333408 -6.123448 -0.555369
34 C -0.275773 -5.171069 0.456767
35 C 0.905204 -4.477707 0.674601
36 C 1.990222 -4.616161 -0.179937
37 C 1.874793 -5.473226 -1.256861
38 H -1.232845 -6.704698 -0.698953
39 H -1.087048 -5.219557 1.171647
40 H 0.908345 -3.729298 1.460041
41 H 2.891302 -4.041648 -0.026218
42 H 2.706823 -5.570516 -1.942909
43 O 2.840284 -1.283817 7.088069
44 N 3.297181 -1.101430 5.971860
45 O 4.474798 -1.019133 5.702757
46 C 2.328060 -0.991408 4.872875
47 C 1.043498 -0.563490 5.150803
48 C 0.154916 -0.423706 4.097845
49 C 0.527797 -0.853403 2.828687
50 C 1.817128 -1.292776 2.576532
51 C 2.760852 -1.273187 3.588085
52 H 0.755842 -0.210783 6.131128
53 H -0.847607 -0.048003 4.249380
54 H -0.233112 -0.840730 2.055878
55 H 2.106248 -1.623006 1.586341
56 H 3.789808 -1.566468 3.436303
57 C -5.374040 -2.124553 -3.376846
58 C -5.630127 -1.656969 -4.732908
59 N -5.806343 -1.246286 -5.788151
60 H -6.172650 -2.770448 -3.023412
61 H -5.263120 -1.256510 -2.726868
62 H -4.436480 -2.679283 -3.363964
63 C -0.175039 2.851698 3.071504
64 C -0.730286 3.851554 2.188519
65 N -1.169507 4.656552 1.500524
66 H 0.345371 3.353705 3.892233
67 H 0.557136 2.202421 2.596729
68 H -0.955581 2.258491 3.542384
69 C -2.484748 4.877441 -1.622870
70 C -3.134939 4.768119 -2.923835
71 N -3.642700 4.665712 -3.946986
72 H -1.565407 4.294461 -1.639358
73 H -3.168111 4.453833 -0.886555
74 H -2.271157 5.899495 -1.328099
75 C -4.587040 1.833248 -5.612672
76 C -4.628373 1.554883 -4.187898
77 N -4.610172 1.325151 -3.061472
78 H -4.296131 2.865245 -5.790045
79 H -5.488687 1.592555 -6.166222
80 H -3.808301 1.148650 -5.967062
81 C -3.362866 1.349212 -0.139179
82 C -3.037322 0.973062 1.231969
83 N -2.722650 0.660115 2.292442
84 H -4.087084 2.162983 -0.095838
85 H -3.845427 0.532102 -0.668954
86 H -2.468239 1.660890 -0.667908

Atoms 1-3, force components in eV/Å:
-0.2 0.1 0.0
0.4 -0.1 0.1
-0.1 0.0 0.1